No. 1
Molecular formula: C28H50GeIrNO6SSi3
Method: DFT, the ωB97M-V functional and the def2-TZVPD basis

Values from the calculation:
⟨S²⟩ = 0.772
energy relative to the best compared isomer or geometry (same formula, charge and spin) = 16.16 kcal per mole
total energy = -137423.473 eV
multiplicity = 2
HOMO-LUMO gap (spin up / spin down) = 0.2424 / 0.1991 Ha
net charge = +3

Last column: Löwdin charge in e.
Atoms and positions in Å:
Ir -0.43 -1.07 -0.21  1.168
O -2.16 -5.18 1.95  0.164
C -1.71 -4.02 1.49  -0.456
O -2.23 -2.96 1.68  0.082
C -0.43 -4.21 0.71  -0.135
C 0.10 -5.50 0.66  0.071
C 1.27 -5.76 -0.02  0.051
C 1.86 -4.69 -0.68  0.062
C 1.29 -3.44 -0.60  -0.156
N 0.15 -3.16 0.10  0.068
C 1.88 -2.29 -1.31  -0.429
O 2.94 -2.36 -2.06  0.241
O 1.35 -1.18 -1.19  -0.098
H -2.96 -5.04 2.47  0.168
H -0.41 -6.29 1.18  0.144
H 1.69 -6.75 -0.06  0.148
H 2.77 -4.86 -1.24  0.139
H 3.34 -3.24 -2.12  0.149
C 1.44 -0.11 4.79  -0.185
Si 0.35 -1.13 3.66  0.420
C 1.07 -2.84 3.52  -0.170
C -1.43 -1.08 4.19  -0.181
Ge 0.76 0.26 1.65  0.757
Si -0.48 2.38 1.92  0.392
C 0.66 3.41 2.97  -0.190
C -2.11 2.08 2.78  -0.194
C -0.74 3.20 0.26  -0.184
Si 3.14 0.42 1.14  0.365
C 3.87 -1.29 1.34  -0.193
C 3.43 1.16 -0.55  -0.202
C 3.88 1.54 2.43  -0.191
H 1.12 -0.34 5.82  0.065
H 1.36 0.97 4.67  0.019
H 2.49 -0.39 4.70  0.041
H 1.13 -3.26 4.53  0.065
H 2.08 -2.81 3.11  0.025
H 0.47 -3.53 2.93  0.004
H -1.60 -1.87 4.93  0.059
H -2.13 -1.24 3.37  0.001
H -1.66 -0.13 4.67  0.036
H 0.72 3.05 4.00  0.035
H 0.25 4.43 3.01  0.058
H 1.67 3.48 2.57  0.019
H -1.98 2.05 3.86  0.042
H -2.59 1.15 2.46  -0.013
H -2.78 2.92 2.57  0.053
H 0.21 3.45 -0.22  0.022
H -1.26 4.15 0.44  0.064
H -1.35 2.62 -0.42  0.010
H 3.30 -2.10 0.89  0.001
H 3.99 -1.53 2.40  0.038
H 4.88 -1.31 0.90  0.055
H 2.85 0.69 -1.34  0.002
H 4.49 1.04 -0.82  0.059
H 3.22 2.23 -0.54  0.038
H 3.61 1.29 3.45  0.023
H 3.65 2.59 2.26  0.029
H 4.97 1.45 2.36  0.059
C -0.89 3.13 -7.40  -0.004
C -0.70 2.58 -6.03  -0.181
C 0.27 3.12 -5.17  0.031
C 0.44 2.65 -3.90  -0.152
C 1.50 3.29 -3.03  -0.012
C -0.40 1.58 -3.43  -0.083
C -0.18 1.14 -2.12  -0.140
O -0.95 0.34 -1.47  -0.256
C -1.39 1.01 -4.31  -0.149
C -2.26 -0.15 -3.93  -0.012
C -1.51 1.52 -5.57  0.026
H -0.01 3.65 -7.75  0.097
H -1.71 3.86 -7.37  0.117
H -1.18 2.35 -8.10  0.100
H 0.89 3.93 -5.53  0.136
H 2.00 4.07 -3.58  0.099
H 2.25 2.57 -2.71  0.075
H 1.06 3.74 -2.14  0.080
H 0.68 1.53 -1.58  0.100
H -2.95 0.11 -3.13  0.072
H -1.67 -1.00 -3.59  0.089
H -2.85 -0.47 -4.79  0.096
H -2.23 1.10 -6.25  0.136
C -4.04 0.99 -0.30  -0.207
S -3.55 -0.69 0.01  0.966
C -4.65 -1.04 1.36  -0.205
O -2.16 -0.55 0.70  -0.749
H -3.98 1.56 0.63  0.061
H -5.07 0.98 -0.68  0.086
H -3.37 1.40 -1.05  0.044
H -5.66 -1.08 0.96  0.086
H -4.57 -0.24 2.11  0.075
H -4.37 -2.00 1.78  0.047

---

No. 2
Molecular formula: C3H3NO
Method: DFT, the ωB97M-V functional and the def2-TZVPD basis

Values from the calculation:
energy relative to the best compared isomer or geometry (same formula, charge and spin) = 36.10 kcal per mole
total energy = -6694.927 eV
HOMO-LUMO gap = 0.4495 Ha
net charge = 0

Last column: natural (NBO) charge in e.
Atoms and positions in Å:
N -2.56 -0.05 -0.42  -0.294
C -1.49 -0.21 -0.01  0.242
C -0.07 -0.42 0.39  -0.046
C 0.92 0.45 -0.24  -0.083
O 0.66 -0.81 -0.73  -0.436
H 0.17 -0.84 1.42  0.229
H 1.89 0.59 0.29  0.193
H 0.48 1.30 -0.71  0.195

---

No. 3
Molecular formula: C13H16N4O3
Method: DFT, the ωB97M-V functional and the def2-TZVPD basis

Values from the calculation:
energy relative to the best compared isomer or geometry (same formula, charge and spin) = 150.36 kcal per mole
total energy = -25837.840 eV
HOMO-LUMO gap = 0.2586 Ha
net charge = 0

Last column: natural (NBO) charge in e.
Atoms and positions in Å:
N 0.21 3.96 0.12  -0.849
C 1.09 3.76 1.28  -0.063
C 0.33 2.94 2.39  -0.402
C -0.01 1.51 1.83  -0.404
C 1.22 0.76 1.24  -0.047
N 0.85 -0.29 0.30  -0.615
C -0.22 -1.11 0.52  0.656
O -0.74 -1.10 1.65  -0.615
C -0.76 -2.10 -0.55  -0.072
C -1.92 -2.72 -0.15  -0.202
C -2.60 -3.73 -0.81  -0.158
C -2.15 -3.96 -2.12  -0.002
C -0.99 -3.29 -2.60  0.164
C -0.25 -2.37 -1.88  -0.215
N -0.58 -3.83 -3.73  -0.112
O -1.67 -4.69 -4.15  -0.139
N -2.53 -4.81 -3.07  0.385
O -3.57 -5.53 -3.30  -0.430
C 2.13 1.66 0.36  -0.419
C 2.37 3.13 0.91  -0.412
H 0.78 4.39 -0.64  0.363
H -0.27 3.02 -0.13  0.361
H 1.23 4.68 1.80  0.194
H -0.70 3.35 2.62  0.229
H 1.01 2.77 3.23  0.205
H -0.67 1.59 0.97  0.185
H -0.39 0.91 2.67  0.251
H 1.83 0.36 2.11  0.195
H 1.47 -0.39 -0.53  0.403
H -2.30 -2.57 0.82  0.253
H -3.39 -4.35 -0.37  0.248
H 0.69 -1.92 -2.18  0.234
H 3.14 1.18 0.06  0.219
H 1.54 1.81 -0.59  0.200
H 3.04 3.12 1.73  0.205
H 2.78 3.84 0.19  0.207